ORCA calculation (wB97M-V/def2-TZVPD) on the molecule C5H4F2N2O4.

Cartesian coordinates (Å):
O 3.66 1.29 -0.52
N 2.73 0.99 0.15
C 1.54 0.52 -0.54
C 0.55 0.06 0.53
O -0.25 1.14 0.95
C -1.43 1.26 0.45
O -2.23 2.06 0.66
C -1.73 -0.07 -0.38
F -1.59 0.07 -1.77
F -2.92 -0.55 -0.08
C -0.52 -1.03 0.12
N -0.61 -1.98 1.21
O -1.31 -2.94 1.05
H 1.10 1.36 -1.32
H 1.95 -0.46 -1.02
H 1.23 -0.26 1.35
H -0.15 -1.47 -0.84

The spin multiplicity is 1. The value obtained for the calculated total energy is -21848.6679 eV. Its charge is 0. Its SMILES is O=NC[C@H]1OC(=O)C(F)(F)[C@@H]1N=O.